Entry 1:
DFT (the ωB97M-V functional and the def2-TZVPD basis) results for C5H18InN6O5 as an isolated structure.

The geometry in XYZ format:
```
35
Properties=species:S:1:pos:R:3:nbo_charge:R:1
In -21.621 -12.963 -27.055 1.1146
C -22.149 -9.939 -30.497 -0.0930
C -21.581 -9.311 -29.151 -0.0867
O -21.232 -10.312 -28.096 -0.7973
O -23.532 -10.211 -30.309 -0.7485
H -21.584 -10.843 -30.721 0.1913
H -21.990 -9.174 -31.258 0.2046
H -22.210 -8.489 -28.810 0.1924
H -20.609 -8.907 -29.433 0.1931
H -20.674 -9.880 -27.445 0.4942
H -24.006 -9.383 -30.207 0.4956
C -25.649 -12.493 -27.568 0.7786
O -24.444 -12.595 -27.748 -0.7166
N -26.182 -12.985 -26.451 -0.8243
N -26.620 -12.030 -28.326 -0.7955
H -25.643 -13.419 -25.715 0.3932
H -27.137 -12.772 -26.203 0.3970
H -27.544 -12.299 -28.018 0.4028
H -26.426 -11.853 -29.302 0.4210
C -24.169 -16.080 -27.151 0.7321
O -23.067 -15.487 -27.054 -0.4402
N -24.470 -16.924 -28.114 -0.7391
N -25.107 -15.974 -26.389 -0.7001
H -23.883 -16.938 -28.936 0.4234
H -25.429 -17.241 -28.083 0.4070
H -24.954 -15.524 -25.498 0.4183
H -26.067 -16.125 -26.662 0.4241
C -23.161 -14.049 -30.641 0.7582
O -22.707 -14.133 -29.542 -0.5767
N -23.192 -15.081 -31.421 -0.8041
N -23.459 -12.933 -31.284 -0.7971
H -23.648 -15.210 -32.312 0.4225
H -22.647 -15.853 -31.064 0.4083
H -23.314 -12.034 -30.846 0.4414
H -23.719 -13.118 -32.242 0.4055
```

F_max	0.2044	hartree/bohr
energy above the lowest of the compared OMol25 structures with the same formula, charge and spin	1.217	eV
⟨S²⟩	0.76
Kohn-Sham gap (spin up / spin down)	9.9 / 4.3	eV
total charge	+2
spin multiplicity	2
E_HOMO (spin up / spin down)	-0.590 / -0.587	hartree
DFT total energy	-1095.5811	hartree

Entry 2:
DFT (the ωB97M-V functional and the def2-TZVPD basis) results for a 3-piece molecular cluster, C5H18N2O3 overall.

The geometry in XYZ format:
```
28
Properties=species:S:1:pos:R:3:nbo_charge:R:1
C 0.059 -2.452 0.968 -0.4194
N 0.046 -0.966 0.743 -0.6593
C -0.212 -0.679 -0.730 -0.2239
C -0.775 0.721 -0.872 -0.0829
C -2.264 0.850 -0.508 -0.0506
O -2.526 0.987 0.879 -0.7274
N -0.542 1.130 -2.232 -0.6633
C 0.824 1.589 -2.592 -0.4157
H -0.979 -2.782 0.984 0.2030
H 0.749 -2.771 1.737 0.2093
H 0.512 -2.835 0.022 0.1641
H 0.964 -0.688 1.062 0.3309
H -0.959 -1.422 -0.986 0.1934
H 0.707 -0.983 -1.207 0.1962
H -0.355 1.410 -0.124 0.1710
H -2.521 1.830 -0.925 0.1807
H -2.814 -0.034 -0.830 0.1676
H -1.854 0.561 1.405 0.4696
H -1.211 1.623 -2.807 0.3761
H 1.507 1.387 -1.764 0.1998
H 0.756 2.670 -2.735 0.1895
H 1.146 0.996 -3.447 0.1963
O 3.345 0.011 0.753 -0.9138
H 4.039 -0.089 1.431 0.4676
H 2.646 -0.356 1.304 0.4472
O -0.222 -0.179 3.686 -0.9577
H 0.440 0.465 3.993 0.4715
H -0.506 0.008 2.789 0.4800
```

F_max	0.0630	hartree/bohr
energy above the lowest of the compared OMol25 structures with the same formula, charge and spin	2.200	eV
SMILES	CNC[C@H](CO)NC.O.O
Kohn-Sham gap	8.9	eV
total charge	0
E_HOMO	-0.314	hartree
DFT total energy	-536.4562	hartree

Entry 3:
DFT (the ωB97M-V functional and the def2-TZVPD basis) results for a 3-piece molecular cluster, C5H18NO2S2 overall.

The geometry in XYZ format:
```
28
Properties=species:S:1:pos:R:3:nbo_charge:R:1
N -0.788 1.524 -2.328 -0.7121
C -1.044 2.240 -1.025 -0.0652
C 0.244 2.557 -0.310 -0.6605
C -1.971 1.354 -0.138 -0.6189
S -1.404 -0.278 0.314 0.0486
S -0.745 -0.855 2.116 0.1510
C 1.003 -0.297 2.382 -0.5214
C 1.958 -1.182 1.585 -0.6298
H -0.318 2.163 -2.959 0.4332
H -1.680 1.146 -2.698 0.4428
H -0.113 0.726 -2.197 0.4882
H -1.760 3.086 -1.121 0.2429
H -0.065 3.011 0.678 0.2525
H 0.985 3.169 -0.800 0.2417
H 0.660 1.632 0.083 0.2387
H -2.969 1.099 -0.528 0.2581
H -2.350 1.918 0.730 0.2678
H 1.219 -0.374 3.439 0.2404
H 1.174 0.738 2.073 0.2087
H 1.606 -1.501 0.577 0.2157
H 2.036 -2.076 2.190 0.2205
H 2.911 -0.681 1.450 0.2144
H 3.285 -3.003 -1.883 0.4902
H 1.952 -3.838 -1.830 0.4996
O 2.348 -2.986 -1.646 -0.9738
H 1.789 -1.135 -1.889 0.5352
H 1.394 -0.353 -3.197 0.4804
O 1.237 -0.421 -2.250 -0.9890
```

F_max	0.0458	hartree/bohr
energy above the lowest of the compared OMol25 structures with the same formula, charge and spin	0.000	eV
Kohn-Sham gap	8.5	eV
total charge	+1
E_HOMO	-0.425	hartree
DFT total energy	-1202.6636	hartree

Entry 4:
DFT (the ωB97M-V functional and the def2-TZVPD basis) results for a 5-piece molecular cluster, C5H18NO6 overall.

The geometry in XYZ format:
```
30
Properties=species:S:1:pos:R:3:nbo_charge:R:1
C 0.556 -1.137 -1.649 -0.0663
O 1.799 -1.495 -1.074 -0.7931
C -0.294 -0.592 -0.479 -0.0995
C -1.687 -0.202 -0.985 -0.4124
C -2.545 0.394 0.155 -0.5352
C -1.914 1.582 0.800 0.4285
O -2.450 2.125 1.740 -0.5382
N -0.476 -1.694 0.485 -0.8721
H 0.715 -0.456 -2.493 0.1708
H 0.223 -2.133 -1.963 0.1603
H 0.311 0.159 0.028 0.2494
H -1.610 0.408 -1.915 0.2018
H -2.150 -1.111 -1.400 0.1950
H -2.848 -0.409 0.839 0.2626
H -3.615 0.604 -0.170 0.2256
H -0.891 1.931 0.534 0.1462
H 0.421 -1.780 0.947 0.4023
H -0.782 -2.529 0.009 0.3497
H 1.337 1.624 -2.094 0.4499
H 2.752 1.947 -1.621 0.5166
O 2.152 2.002 -2.418 -1.0056
H -0.773 -0.531 3.343 0.4775
H -1.357 -1.386 2.186 0.4939
O -1.501 -1.109 3.109 -1.0006
H 1.976 0.779 0.884 0.5081
H 2.003 1.166 2.385 0.4533
O 1.404 0.675 1.812 -1.0791
H 3.878 0.875 -0.118 0.4394
H 2.433 -0.820 -0.784 0.5195
O 2.936 1.112 -0.093 -1.2482
```

F_max	0.0497	hartree/bohr
energy above the lowest of the compared OMol25 structures with the same formula, charge and spin	2.906	eV
Kohn-Sham gap	8.8	eV
total charge	-1
E_HOMO	-0.199	hartree
DFT total energy	-707.5300	hartree

Entry 5:
DFT (the ωB97M-V functional and the def2-TZVPD basis) results for a 4-piece molecular cluster, C5H19NO4S overall.

The geometry in XYZ format:
```
30
Properties=species:S:1:pos:R:3:nbo_charge:R:1
C -1.750 -0.710 1.395 -0.7240
S -0.651 -2.207 1.841 0.1497
C 0.944 -1.447 1.240 -0.5292
C 0.936 -1.839 -0.323 -0.4389
C 0.609 -0.744 -1.211 -0.1069
N 1.457 0.453 -0.883 -0.8714
C 0.773 -1.169 -2.648 -0.0798
O -0.376 -1.949 -3.032 -0.7258
H -1.045 0.068 1.251 0.2304
H -2.568 -0.677 2.095 0.2264
H -2.185 -0.774 0.337 0.2003
H 1.739 -2.059 1.714 0.2315
H 1.145 -0.403 1.451 0.2282
H 1.911 -2.376 -0.574 0.2118
H 0.268 -2.700 -0.581 0.2523
H -0.348 -0.253 -1.001 0.1944
H 2.135 0.267 -0.180 0.3628
H 1.987 0.761 -1.687 0.3666
H 0.911 -0.527 -3.528 0.1889
H 1.647 -1.867 -2.751 0.1820
H -1.179 -1.534 -2.719 0.4639
O -1.069 1.558 3.519 -0.9626
H -1.521 0.726 3.454 0.4714
H -0.411 1.700 2.872 0.4904
O -1.515 3.617 -0.629 -0.9597
H -0.638 3.531 -0.905 0.4815
H -2.076 2.856 -0.572 0.4904
O 0.392 2.463 0.993 -1.0242
H -0.317 3.113 0.899 0.4977
H 0.793 2.122 0.161 0.5020
```

F_max	0.0740	hartree/bohr
energy above the lowest of the compared OMol25 structures with the same formula, charge and spin	2.308	eV
SMILES	CSCC[C@@H](N)CO.O.O.O
Kohn-Sham gap	8.9	eV
total charge	0
E_HOMO	-0.319	hartree
DFT total energy	-955.7238	hartree

Entry 6:
DFT (the ωB97M-V functional and the def2-TZVPD basis) results for C5H20AlN10O9P as an isolated structure.

The geometry in XYZ format:
```
46
Properties=species:S:1:pos:R:3:nbo_charge:R:1
Al 6.116 3.682 -1.137 0.9967
P 6.288 6.676 -0.038 2.3985
O 7.587 6.302 -0.801 -0.8857
O 6.112 5.639 1.077 -0.8570
O 5.100 6.276 -0.983 -0.9059
O 6.226 8.121 0.404 -0.8591
C 4.755 0.278 -2.329 0.7482
O 4.573 1.199 -1.571 -0.6317
N 3.891 -0.488 -2.917 -0.8279
N 5.913 -0.277 -2.438 -0.8487
H 2.938 -0.159 -2.982 0.4016
H 4.200 -1.165 -3.600 0.3737
H 6.635 0.027 -1.801 0.4348
H 5.714 -1.182 -2.841 0.3583
C 7.022 1.035 1.804 0.7488
O 6.475 1.589 0.880 -0.6624
N 7.986 1.546 2.455 -0.8175
N 6.929 -0.228 2.088 -0.8294
H 8.624 1.013 3.029 0.3838
H 8.222 2.439 2.046 0.4158
H 6.422 -0.808 1.435 0.4122
H 7.432 -0.525 2.912 0.3808
C 2.810 4.263 0.824 0.7286
O 3.498 3.497 0.276 -0.6781
N 1.960 4.008 1.746 -0.8168
N 2.876 5.469 0.519 -0.8030
H 1.307 4.720 2.042 0.3772
H 1.724 3.072 2.044 0.3955
H 2.400 6.179 1.057 0.3626
H 3.706 5.769 0.027 0.4441
C 2.499 3.209 -3.103 0.7403
O 3.669 3.563 -2.820 -0.6859
N 1.634 3.064 -2.225 -0.7849
N 1.994 2.828 -4.212 -0.8148
H 0.743 2.736 -2.570 0.3558
H 1.870 3.207 -1.253 0.4360
H 2.478 2.549 -5.054 0.4069
H 0.988 2.745 -4.200 0.3640
C 8.910 0.950 -1.848 0.7610
O 7.849 1.512 -1.765 -0.6771
N 9.131 -0.143 -2.513 -0.8266
N 10.039 1.484 -1.441 -0.8231
H 8.347 -0.559 -2.995 0.4192
H 10.098 -0.434 -2.521 0.3832
H 9.928 2.352 -0.936 0.4288
H 10.826 0.864 -1.568 0.3790
```

F_max	0.1646	hartree/bohr
energy above the lowest of the compared OMol25 structures with the same formula, charge and spin	4.928	eV
Kohn-Sham gap	4.6	eV
total charge	0
E_HOMO	-0.281	hartree
DFT total energy	-2010.9820	hartree